Computed, not measured: a 2-piece molecular cluster, C5H13BrN overall at a distorted geometry, with ωB97M-V/def2-TZVPD.

XYZ file:
```
20
Properties=species:S:1:pos:R:3:lowdin_charge:R:1
Br 2.46659 -0.47621 -0.04836 0.799
N -0.47220 -1.40248 0.45112 -0.072
C 1.21419 0.75282 -0.82102 -0.552
C -1.09420 0.88012 1.21447 -0.076
C -0.75868 -0.02098 0.08222 -0.199
C -0.62390 -2.39178 -0.63478 -0.008
C 1.38084 2.16485 -0.41511 -0.183
H 1.03378 0.53079 -1.86175 0.059
H 1.37799 2.28186 0.66321 0.077
H -0.38575 0.77816 2.03373 0.094
H -1.06702 -1.67728 1.24457 0.188
H 0.52596 -1.44249 0.77812 0.062
H -2.09707 0.67023 1.59676 0.097
H 0.11201 -2.20754 -1.41264 0.097
H 0.60501 2.78170 -0.85996 0.092
H -1.37274 0.06467 -0.80368 0.124
H -0.46931 -3.39598 -0.24157 0.112
H 2.34303 2.53357 -0.77960 0.094
H -1.09668 1.91199 0.87630 0.086
H -1.62185 -2.33605 -1.06203 0.110
```

Values from the calculation:
2S+1: 1
DFT total energy: -2826.759156 hartree
Charge: +1
Molar mass: 167.07 g/mol

=====

Computed, not measured: C37H82CdN5O7 as an isolated structure at a distorted geometry, with ωB97M-V/def2-TZVPD.

XYZ file:
```
132
Properties=species:S:1:pos:R:3:lowdin_charge:R:1
Cd 12.54296 21.25141 -13.02217 1.496
O 13.53021 20.05168 -11.68935 -0.285
O 16.22122 18.43776 -16.22266 -0.183
O 18.94422 21.81906 -8.57027 -0.028
O 13.13648 22.97270 -11.91679 -0.359
O 12.51615 18.08049 -11.48255 0.068
O 17.06967 13.57643 -10.86306 -0.026
O 13.46429 18.90932 -2.33367 -0.003
N 11.43534 22.79223 -14.19061 -0.018
N 16.83148 13.45787 -9.46907 -0.085
N 19.59575 20.59383 -8.85782 -0.095
N 14.58947 18.34139 -13.92975 0.052
N 13.54592 18.14843 -3.52561 -0.112
C 11.09872 17.77660 -3.62841 -0.015
C 11.34135 25.30273 -14.29791 -0.040
C 16.07449 18.31560 -13.83561 -0.404
C 20.58822 21.37923 -10.91704 -0.042
C 19.21443 14.11228 -9.06863 -0.020
C 19.73447 18.20603 -8.25522 -0.129
C 13.22225 18.94452 -11.03201 -0.711
C 15.49795 19.38139 -4.27209 -0.039
C 18.07639 13.11548 -8.78754 -0.527
C 14.21796 18.01936 -5.86027 -0.142
C 12.73121 16.27904 -4.82908 -0.136
C 16.72283 17.78013 -15.09068 -0.228
C 17.80400 12.97904 -7.29919 -0.129
C 18.26888 20.49164 -11.00986 -0.010
C 13.85125 23.11471 -10.67397 -0.039
C 17.06372 14.17700 -6.71597 -0.174
C 19.64278 20.35170 -10.28710 -0.513
C 12.63348 16.26951 -2.32788 -0.027
C 17.60390 19.43806 -7.95311 -0.029
C 15.96187 14.53444 -9.03085 -0.503
C 16.51281 17.49194 -12.63249 -0.070
C 14.57286 14.33700 -9.61623 -0.021
C 12.14512 24.09601 -13.84774 -0.394
C 16.89925 18.07092 -17.38402 -0.130
C 15.79229 14.49787 -7.49923 -0.131
C 19.12738 19.55967 -7.91635 -0.516
C 18.51236 11.75043 -9.30628 -0.043
C 12.60168 24.22418 -12.39335 -0.165
C 16.47969 15.93472 -9.37698 -0.025
C 12.49455 17.13573 -3.58817 -0.519
C 13.82715 18.80748 -9.67588 0.003
C 19.58260 19.97274 -6.52131 -0.029
C 19.68166 17.83457 -9.74627 -0.166
C 13.02360 17.11131 -6.07100 -0.177
C 20.26805 18.99283 -10.55070 -0.143
C 13.28031 20.17122 -4.94909 -0.031
C 14.09584 18.90322 -4.61865 -0.530
H 16.04476 17.87066 -11.71881 0.058
H 19.17008 17.46288 -7.68085 0.108
H 12.09176 15.33879 -2.53184 0.089
H 16.46017 12.94856 -11.26347 0.105
H 17.54639 20.94717 -10.32756 0.067
H 13.47425 17.89692 -9.21021 0.078
H 12.15999 16.78276 -1.49693 0.075
H 13.90809 22.13117 -10.21280 0.078
H 16.86902 16.02510 -10.39257 0.062
H 16.70789 18.78897 -18.18055 0.086
H 19.66605 22.42633 -8.38062 0.109
H 20.78150 18.10376 -7.95599 0.128
H 17.28811 16.25605 -8.71714 0.060
H 11.77943 24.54423 -11.75026 0.143
H 14.32430 18.88652 -13.12144 -0.023
H 20.56517 21.23564 -12.00517 0.085
H 13.99410 15.26452 -9.58006 0.075
H 17.18994 12.08693 -7.14951 0.125
H 13.42043 24.94318 -12.40837 0.146
H 10.75942 18.02676 -2.62491 0.082
H 13.80222 20.72428 -5.74484 0.075
H 14.91467 18.78050 -9.79307 0.068
H 12.27194 20.01200 -5.32748 0.067
H 17.98835 18.02988 -17.23315 0.088
H 18.65456 17.64040 -10.06331 0.079
H 14.61601 14.12863 -10.69198 0.081
H 17.25949 18.90258 -7.06177 0.078
H 17.87288 19.51759 -11.30017 0.049
H 14.27851 18.69513 -1.86750 0.104
H 11.66304 22.57079 -15.15992 0.096
H 14.86443 23.48020 -10.82526 0.108
H 17.71368 15.06436 -6.68940 0.101
H 15.14666 17.44262 -5.82225 0.109
H 21.35143 18.99513 -10.38460 0.123
H 19.41877 11.38700 -8.82231 0.088
H 11.94482 26.20604 -14.20778 0.099
H 13.05579 24.02473 -14.45465 0.146
H 10.35376 17.07219 -4.01604 0.087
H 17.25239 18.87752 -8.81961 0.060
H 19.01808 20.82817 -6.14454 0.081
H 10.42624 22.92732 -14.23968 0.106
H 19.31853 14.33146 -10.12969 0.084
H 13.50836 15.52303 -4.67715 0.122
H 20.30290 22.41289 -10.72924 0.080
H 20.19460 18.77909 -11.62441 0.125
H 16.81160 14.03606 -5.66189 0.113
H 16.17770 18.53551 -4.12951 0.090
H 19.34974 19.16139 -5.82339 0.088
H 11.80767 15.71672 -4.99505 0.119
H 20.64793 20.18920 -6.49564 0.089
H 15.42962 15.47613 -7.16628 0.098
H 15.55433 19.96681 -3.35132 0.083
H 14.17423 17.42853 -13.76259 0.079
H 13.66396 15.99450 -2.12229 0.087
H 19.04635 15.04646 -8.52504 0.054
H 20.31462 16.95942 -9.88183 0.111
H 11.00243 25.20796 -15.32647 0.092
H 11.08297 18.62924 -4.29942 0.062
H 15.88493 20.01223 -5.07413 0.077
H 16.32026 19.37218 -13.69947 0.135
H 13.29389 20.85560 -4.10097 0.085
H 16.53139 16.70108 -15.18904 0.138
H 20.16757 13.71536 -8.71251 0.090
H 18.67777 11.74083 -10.38646 0.080
H 13.66039 19.69799 -9.06600 0.084
H 10.47628 25.43981 -13.64253 0.096
H 18.73491 12.88996 -6.73591 0.128
H 17.73037 10.99346 -9.17264 0.089
H 17.80675 17.94392 -15.00417 0.131
H 16.29866 16.42632 -12.71673 0.088
H 21.63792 21.18934 -10.68320 0.085
H 17.13676 20.42307 -7.92505 0.081
H 13.28257 23.73382 -9.97899 0.105
H 15.66944 16.66332 -9.31622 0.062
H 12.14054 17.72327 -6.29460 0.114
H 18.32194 21.12527 -11.89264 0.075
H 15.01211 13.78825 -7.20683 0.119
H 16.59892 17.08196 -17.76226 0.092
H 14.00137 13.54616 -9.13608 0.086
H 17.58525 17.59336 -12.41532 0.074
H 13.15831 16.44632 -6.92826 0.099
H 14.28879 18.68442 -6.72698 0.101
```

Values from the calculation:
2S+1: 1
DFT total energy: -2426.799072 hartree
Charge: +1
Molar mass: 821.50 g/mol

=====

Computed, not measured: C5H14NO2 as an isolated structure at a distorted geometry, with ωB97M-V/def2-TZVPD.

XYZ file:
```
22
Properties=species:S:1:pos:R:3:lowdin_charge:R:1
O -3.64409 -1.25056 1.48550 -0.568
O -0.86189 2.14317 -1.74881 -0.245
N 0.61066 -0.01063 1.07831 0.001
C 0.55083 -0.12562 -0.24348 -0.297
C -0.93074 0.26446 0.81585 -0.225
C 3.53152 -1.04483 0.53262 -0.053
C 0.63100 1.12224 -1.14710 -0.041
C -2.08829 0.07787 -0.20516 -0.144
H -2.69847 -0.82998 0.16594 0.023
H 3.76747 -0.23974 -0.15638 0.011
H -4.51421 -1.26548 1.06941 -0.159
H -0.95730 1.35259 1.01084 0.105
H 0.29190 1.95218 -0.47911 0.101
H -0.23764 1.26814 -2.08214 0.020
H 1.48045 1.08883 -1.82701 0.106
H -1.67553 -0.11985 -1.20113 0.040
H 0.67344 -1.10593 -0.72860 0.129
H -1.29655 -0.30405 1.67719 0.122
H -2.81056 0.85882 -0.36920 0.067
H 3.60477 -1.99471 0.00873 0.016
H 4.05283 -1.09337 1.48945 0.018
H 2.52042 -0.74354 0.85430 -0.026
```

Values from the calculation:
2S+1: 1
DFT total energy: -403.756902 hartree
Charge: -1
Molar mass: 120.17 g/mol

=====

Computed, not measured: C32H28N5PSe2V as an isolated structure at a distorted geometry, with ωB97M-V/def2-TZVPD.

XYZ file:
```
69
Properties=species:S:1:pos:R:3:lowdin_charge:R:1
Se -0.69975 0.13686 2.11624 0.639
Se -0.95496 1.56216 -0.84166 0.589
V 0.47359 -0.16616 -0.06901 0.437
P -1.01273 2.15678 1.31779 0.397
N 1.38379 -1.57509 1.05449 -0.132
N 0.86285 -2.81678 1.16467 -0.044
N 2.07129 0.46980 -0.85943 -0.091
N 2.03051 0.36290 -2.22032 -0.038
N 0.10852 -1.48323 -1.16526 -0.058
C 2.49041 -1.55252 1.80079 -0.068
C 2.25522 5.05478 2.64045 -0.025
C -0.40616 -3.08160 0.59764 -0.123
C 1.64012 -0.81877 -2.92154 -0.082
C 0.38335 3.22772 1.74177 -0.421
C 0.34041 -2.84378 -3.17476 0.050
C 1.63958 -3.57797 1.96509 0.029
C 0.65230 -1.70247 -2.41281 -0.157
C 2.99348 2.30564 -1.74937 0.044
C 1.92846 -2.22162 -4.88478 -0.202
C 2.70247 -2.80387 2.37748 0.024
C -2.09314 -2.57198 -1.06122 0.018
C 2.26865 -1.10269 -4.11559 0.057
C -3.46768 -5.20868 1.27206 -0.007
C -4.05477 4.76665 1.87090 -0.032
C -1.26138 -4.00329 1.17077 0.067
C 2.65937 1.65119 -0.57628 -0.055
C -4.48314 2.84796 3.27000 -0.035
C 2.56569 1.47083 -2.76991 0.044
C -2.91274 4.16602 1.37398 -0.070
C 2.62457 -2.48993 -6.17118 -0.006
C -4.83522 4.11312 2.81848 -0.017
C -2.93999 -3.47413 -0.46452 0.021
C -0.80483 -2.36854 -0.55139 -0.231
C -2.53689 -4.22402 0.65179 -0.203
C -2.56033 2.89794 1.83939 -0.393
C 1.51762 5.32665 1.49418 -0.038
C 0.94829 -3.08418 -4.38183 0.026
C 2.08616 3.85424 3.31761 -0.040
C 0.57468 4.41983 1.03974 -0.095
C -3.34506 2.23124 2.77970 -0.093
C 1.14576 2.93530 2.87488 -0.108
H 2.21902 -3.35885 -6.68223 0.097
H 3.06983 -0.46748 -4.47266 0.138
H 1.00154 2.00925 3.41402 0.072
H 0.00583 4.63215 0.14197 0.106
H -0.39257 -3.53907 -2.79134 0.131
H -3.92956 -5.82758 0.50176 0.107
H -5.72568 4.59337 3.20090 0.128
H 3.51484 -3.10180 3.01784 0.131
H -2.40893 -2.01333 -1.93422 0.144
H -2.31773 4.67529 0.62571 0.107
H 2.80793 1.96869 0.44567 0.137
H -4.33680 5.75070 1.52218 0.126
H 3.69030 -2.66261 -5.99720 0.112
H -3.93545 -3.61530 -0.86591 0.142
H 3.46820 3.26702 -1.84978 0.137
H 1.67640 6.25220 0.95684 0.125
H 2.56226 -1.63126 -6.84261 0.108
H -4.28645 -4.69226 1.77958 0.111
H 2.60123 1.61391 -3.83747 0.159
H 2.95933 5.78683 3.01354 0.128
H -0.94460 -4.54862 2.05117 0.136
H 3.08776 -0.65948 1.89000 0.133
H -5.09474 2.34294 4.00489 0.125
H -2.97462 -5.85357 1.99508 0.095
H 0.68003 -3.97103 -4.94093 0.140
H 2.67659 3.63504 4.19710 0.125
H 1.42111 -4.61289 2.17249 0.153
H -3.07340 1.24144 3.12460 0.070
```

Values from the calculation:
2S+1: 1
DFT total energy: -7597.303362 hartree
Charge: +3
Molar mass: 722.45 g/mol